Density functional theory data (ωB97M-V/def2-TZVPD) for a cluster of 14 separate species, C30H75N3O11S9 in total.

Geometry as XYZ:
```
128
Properties=species:S:1:pos:R:3:forces:R:3:mulliken_charge:R:1
C -3.891396 4.246329 -0.415504 -1.268 0.382 0.010 -0.38
C -3.614866 5.601249 -0.880804 1.236 4.244 -1.641 0.35
N -3.401676 6.712929 -1.252764 -0.802 -4.485 1.471 -0.55
H -4.556976 3.745479 -1.118544 0.547 -0.178 -0.493 0.28
H -4.590026 4.389289 0.408866 0.528 -0.181 0.698 0.39
H -3.013756 3.645719 -0.176544 -0.145 0.151 -0.013 -0.06
C -1.500056 3.949929 -3.126914 1.681 -0.847 -1.899 -0.03
C -0.522476 3.524749 -4.191264 0.300 -0.298 -0.329 0.13
N 0.167504 3.132899 -5.035534 -0.681 0.411 0.904 -0.52
H -1.051826 3.608919 -2.193694 -0.344 0.331 0.256 -0.17
H -2.356146 3.338069 -3.411254 -0.476 0.455 0.607 0.12
H -1.589366 5.027759 -3.262594 -0.474 -0.130 0.534 0.50
C 1.204514 5.428099 -0.048144 -0.821 0.429 -0.047 -0.30
C 2.388454 4.941219 -0.718284 -4.886 1.434 3.009 0.27
N 3.293564 4.595409 -1.248914 5.107 -1.952 -3.009 -0.37
H 1.370914 5.657179 1.004436 0.250 0.163 -0.180 0.29
H 0.353894 4.747229 -0.079394 0.404 -0.403 -0.199 -0.22
H 0.882684 6.311419 -0.599754 0.001 0.273 0.310 0.37
C 1.700544 -0.269661 -7.151254 0.930 -0.981 -0.712 -1.09
S 0.989084 -1.532251 -6.056104 -2.102 1.272 0.085 0.80
O 1.224644 -2.929191 -6.488414 0.712 0.015 -0.390 -0.71
C -0.746386 -1.221751 -6.609904 -0.097 0.407 0.296 -0.90
H 1.475584 -0.560841 -8.177274 0.212 -0.220 -0.088 0.42
H 2.764654 -0.383491 -6.944364 0.171 0.287 -0.393 0.33
H 1.422154 0.781849 -7.081064 -0.399 -0.238 0.880 0.29
H -1.008796 -1.844731 -7.464974 0.325 -0.545 0.321 0.39
H -0.956306 -0.216681 -6.975784 0.426 0.297 0.417 0.38
H -1.375176 -1.402261 -5.738044 -0.189 -0.238 -0.237 0.10
C 4.554614 -1.449471 -2.367744 0.242 -0.055 -0.064 -0.93
S 4.543944 -2.584211 -0.880004 2.125 0.010 0.539 0.64
O 5.871834 -3.355021 -0.891664 -2.048 1.123 -0.381 -0.70
C 4.779544 -1.409041 0.549386 -0.299 0.190 0.088 -0.80
H 4.508464 -2.056921 -3.271604 0.237 -0.597 0.277 0.43
H 5.469664 -0.862101 -2.443814 0.049 -0.060 0.355 0.38
H 3.693064 -0.797461 -2.511684 -0.192 0.102 0.815 0.14
H 5.771484 -0.960401 0.603106 0.039 -0.040 -0.720 0.42
H 4.685744 -1.927291 1.503706 -0.094 -0.861 -0.316 0.25
H 4.010544 -0.640811 0.630436 -0.090 0.159 -0.595 0.15
C -2.189156 5.091699 5.135076 -0.620 1.590 -0.341 -1.10
S -2.581566 4.472019 3.481066 -0.390 -0.379 -1.097 0.63
O -3.721256 5.322979 2.949706 1.000 -0.674 0.835 -0.66
C -1.160276 5.086849 2.465396 -0.672 -0.443 1.510 -0.64
H -3.011496 4.821719 5.797616 0.300 -0.638 0.029 0.35
H -2.384296 6.155459 4.999356 0.236 0.354 -0.020 0.38
H -1.190696 5.006939 5.564016 -0.102 -0.618 -0.264 0.34
H -1.453046 4.787839 1.458926 0.046 0.586 0.041 -0.14
H -0.207576 4.622129 2.719386 -0.085 -0.057 0.135 0.29
H -1.189706 6.136469 2.757856 0.259 0.176 -0.876 0.55
C -1.655846 -5.349171 -3.057124 0.967 1.242 0.832 -1.04
S -0.772826 -3.898471 -2.313414 0.804 -0.452 1.670 0.65
O -0.809176 -4.130601 -0.758954 0.394 0.402 -3.131 -0.64
C 0.989394 -4.097471 -2.996634 -0.027 -0.353 0.588 -0.92
H -2.677676 -5.099201 -2.771664 -0.049 -0.401 -0.265 0.33
H -1.285406 -6.231001 -2.534394 -0.117 -0.063 -0.289 0.34
H -1.470726 -5.309591 -4.130564 -0.171 -0.261 0.081 0.36
H 1.111394 -4.188021 -4.075994 -0.893 -0.089 -0.206 0.41
H 1.499764 -4.947491 -2.543774 -0.331 -0.141 0.211 0.42
H 1.605014 -3.228641 -2.763734 -0.488 0.284 0.474 0.07
C -0.764006 -3.035501 6.533656 -0.063 -0.431 0.673 0.09
S -0.618136 -4.835491 7.006456 -0.047 -0.098 -0.920 0.43
O 0.487414 -5.482611 6.210866 -0.628 0.717 0.719 -0.54
C 0.035004 -4.616971 8.697166 0.767 0.807 -1.306 -0.92
H 0.160624 -2.477431 6.681046 0.111 -0.285 0.039 -0.05
H -1.541336 -2.634471 7.184076 0.006 0.026 0.217 0.50
H -1.124966 -2.861581 5.519966 0.233 -0.599 -0.052 -0.44
H 0.980214 -4.133651 8.450016 0.255 0.103 0.398 0.26
H 0.281014 -5.587081 9.128966 -0.562 0.127 0.072 0.35
H -0.577956 -3.911421 9.258046 -0.104 -0.474 0.218 0.34
C -3.331426 -1.327771 -2.216834 -0.214 -0.507 0.861 -0.14
S -4.157496 0.179119 -2.734264 0.310 0.661 1.376 0.28
O -3.156686 1.272169 -2.343634 -1.339 -1.017 -0.205 -0.46
C -5.558976 0.087969 -1.477934 0.764 0.392 -0.250 -0.67
H -3.178006 -1.334951 -1.137714 0.543 0.760 0.042 -0.23
H -2.384446 -1.398501 -2.751934 -0.226 -0.166 0.018 -0.03
H -3.937526 -2.233411 -2.240374 -0.207 0.004 -1.088 0.58
H -5.255696 -0.113991 -0.450644 0.505 -0.210 -0.216 0.00
H -6.241806 -0.693911 -1.810374 -0.063 0.194 -0.140 0.39
H -6.021946 1.073639 -1.430894 -0.176 -0.102 -0.474 0.38
C 0.079184 0.677349 -2.066044 0.608 -0.871 0.800 0.26
S 0.621494 0.834919 -0.315374 -1.966 1.608 -0.111 0.45
O 0.342264 2.329879 -0.017834 0.300 -1.986 0.067 -0.50
C -0.815436 -0.171791 0.347556 0.082 1.031 -0.160 -0.33
H -0.881456 1.169549 -2.217764 0.285 0.358 0.075 -0.43
H -0.090116 -0.385631 -2.237804 0.149 -0.187 -0.109 -0.03
H 0.933914 0.994019 -2.663754 -0.384 0.317 -0.165 0.21
H -0.984106 -0.066971 1.419316 0.839 -0.167 0.182 0.09
H -0.681686 -1.210791 0.046416 0.008 -0.019 0.045 0.21
H -1.726916 0.271589 -0.053344 0.087 -0.055 -0.604 0.05
C 1.339064 -4.898631 3.195086 0.507 -1.113 -0.226 -0.83
S 2.291794 -3.434151 3.630356 -0.007 0.309 -1.569 0.64
O 3.729504 -3.643141 3.287646 0.006 -0.224 0.390 -0.72
C 1.719224 -2.325321 2.266476 -0.051 -0.544 0.982 0.09
H 0.286114 -4.672091 3.027526 0.017 0.013 0.567 0.13
H 1.561834 -5.644721 3.957856 -0.731 0.437 0.690 0.33
H 1.671884 -5.495901 2.346216 0.436 0.916 -0.753 0.40
H 2.199814 -1.387101 2.543716 -0.296 0.214 -0.199 -0.01
H 0.632534 -2.298111 2.346936 0.086 0.395 -0.197 -0.47
H 2.076784 -2.647781 1.288586 0.001 -0.313 0.165 0.47
C 0.517234 1.535519 3.617196 0.337 -1.548 -0.266 -0.52
S -0.117766 0.275009 4.814466 -0.795 1.184 0.703 0.35
O -0.571666 -0.937101 4.051316 0.886 0.569 0.076 -0.33
C 1.471264 0.006359 5.680546 0.373 -0.501 -0.950 -0.85
H 0.995584 2.384969 4.104776 -0.265 -0.092 0.058 0.49
H -0.234306 1.790159 2.869896 -0.309 0.240 0.476 -0.02
H 1.246614 0.957349 3.049906 0.417 0.203 -0.067 0.13
H 1.385494 -0.661341 6.537826 -0.359 0.151 -0.127 0.27
H 1.951524 0.938109 5.979376 -0.430 0.165 0.007 0.42
H 2.130884 -0.465671 4.952396 0.136 -0.159 0.006 0.14
C 5.771734 2.756919 -4.312484 -0.536 0.399 -1.065 -0.93
C 4.856234 2.407839 -5.508694 1.474 -0.073 -0.518 0.63
O 5.328104 1.825379 -6.489334 -1.338 0.853 1.517 -0.58
C 3.416634 2.894929 -5.390364 0.076 -0.897 -0.947 -0.51
H 5.598974 2.060319 -3.492114 0.140 0.101 0.052 0.16
H 5.517444 3.772899 -4.010464 -0.146 -0.099 0.415 0.35
H 6.808254 2.799469 -4.647014 -0.045 -0.501 0.117 0.32
H 2.867094 2.238239 -4.715924 0.078 0.163 0.399 -0.16
H 2.922214 2.740999 -6.349504 0.063 0.212 -0.083 0.29
H 3.300564 3.933999 -5.082204 0.212 -0.175 0.162 0.45
C -2.512366 -2.839991 2.426606 0.593 0.677 0.472 0.73
C -3.879326 -2.229291 2.614556 1.365 0.063 -1.264 0.53
O -4.735976 -2.775331 3.258896 -0.216 0.406 -0.112 -0.62
C -4.035506 -0.869561 1.903466 -1.600 -1.011 0.948 -0.29
H -1.792596 -2.243631 1.865926 -0.562 0.021 -0.799 -0.54
H -2.488526 -3.874041 2.082696 -0.052 0.027 0.532 0.50
H -2.075616 -2.599521 3.395896 0.156 -1.073 0.564 -0.77
H -5.124476 -0.836621 1.869376 -0.149 0.681 -0.387 0.46
H -3.607746 -0.869111 0.900906 0.173 0.091 0.336 -0.59
H -3.706256 -0.053131 2.546216 0.311 0.004 -0.192 0.30
```
Forces are in eV/Å.

Results
spin multiplicity	1
HOMO energy	-8.71	eV
calculated total energy	-5763.2056	a.u.
frontier orbital gap	8.568	eV